No. 1
Formula: C28H33GeO7PSTi
Source: OMol25
Level of theory: wB97M-V/def2-TZVPD

Element x y z (Å)
Ti  0.2253  1.9647  -1.7586
O  1.2470  3.5543  -0.7998
S  2.5842  2.8821  -0.7721
O  3.7105  3.6741  -1.1164
O  2.3340  1.6730  -1.6123
C  2.8156  2.2838  0.8811
C  4.0837  2.4196  1.4246
C  4.3448  1.9194  2.6910
C  3.3376  1.2857  3.3987
C  2.0676  1.1609  2.8510
C  1.7797  1.6634  1.5873
P  0.0884  1.5491  0.8969
C  -0.7341  3.0539  1.4996
C  -0.0930  3.9940  2.3010
C  -0.7667  5.1427  2.6929
C  -2.0755  5.3562  2.2857
C  -2.7172  4.4205  1.4861
C  -2.0507  3.2706  1.0923
C  -0.6912  0.1959  1.8243
C  -1.4818  0.4427  2.9450
C  -2.0511  -0.6156  3.6396
C  -1.8334  -1.9213  3.2230
C  -1.0462  -2.1721  2.1074
C  -0.4806  -1.1180  1.4077
H  4.8516  2.9139  0.8461
H  5.3337  2.0233  3.1168
H  3.5357  0.8877  4.3855
H  1.2879  0.6645  3.4148
H  0.9323  3.8395  2.6116
H  -0.2633  5.8744  3.3114
H  -2.5936  6.2583  2.5847
H  -3.7316  4.5886  1.1497
H  -2.5511  2.5541  0.4539
H  -1.6599  1.4614  3.2662
H  -2.6690  -0.4173  4.5056
H  -2.2806  -2.7444  3.7650
H  -0.8787  -3.1893  1.7753
H  0.1261  -1.3166  0.5374
O  -3.2349  3.4929  -2.2801
C  -2.1952  2.9502  -2.4800
O  -1.6687  1.9449  -1.7437
C  -1.1916  3.4122  -3.5831
O  -1.4504  4.2701  -4.3622
O  -0.0111  2.7801  -3.4288
C  -3.0281  -4.8846  -1.8139
C  -2.8922  -3.3682  -1.7393
C  -1.4745  -2.8859  -2.0269
C  -1.3515  -1.3651  -1.9506
Ge  0.4442  -0.5764  -2.2699
C  1.9866  -1.3276  -1.2512
C  1.9959  -2.8413  -1.0396
C  2.0393  -3.6374  -2.3378
C  1.9507  -5.1403  -2.1046
H  -4.0457  -5.2041  -1.5859
H  -2.3557  -5.3730  -1.1036
H  -2.7769  -5.2510  -2.8118
H  -3.1894  -3.0172  -0.7454
H  -3.5780  -2.8979  -2.4505
H  -1.1714  -3.2365  -3.0195
H  -0.7922  -3.3610  -1.3164
H  -1.7092  -1.0032  -0.9844
H  -1.9959  -0.8986  -2.7001
H  0.7873  -0.6815  -3.7745
H  2.0615  -0.8004  -0.2979
H  2.8633  -1.0190  -1.8248
H  1.1200  -3.1497  -0.4595
H  2.8661  -3.1149  -0.4311
H  2.9624  -3.3947  -2.8729
H  1.2207  -3.3195  -2.9899
H  2.7667  -5.4838  -1.4649
H  2.0023  -5.6944  -3.0422
H  1.0094  -5.4006  -1.6134

Its multiplicity is 1. The calculation puts the LUMO energy (alpha / beta) at -0.6 / -0.6 eV. The calculation puts the HOMO energy (alpha / beta) at -8.7 / -8.7 eV. The calculation puts the frontier orbital gap (alpha / beta) at 8.1 / 8.1 eV.

No. 2
Formula: C28H33KN9O3PS2
Source: OMol25
Level of theory: wB97M-V/def2-TZVPD

Element x y z (Å)
K  10.1376  -17.2868  -7.8721
N  13.3427  -16.9543  -5.1479
N  13.7779  -15.6311  -5.4863
C  13.0544  -14.8493  -6.4383
N  13.6356  -13.6505  -6.5689
N  11.9701  -15.3556  -6.9651
N  11.5071  -14.5816  -7.9829
O  10.2978  -14.7732  -8.2788
O  12.2384  -13.8294  -8.6803
H  12.9645  -17.5770  -6.0015
H  12.5987  -17.0462  -4.4573
H  14.7766  -15.5972  -5.6762
H  14.4739  -13.4939  -6.0191
H  13.4702  -13.0492  -7.3943
S  12.6378  -18.7714  -9.1909
C  11.9308  -20.2361  -9.9761
S  10.2970  -20.6406  -9.8010
C  12.8276  -20.8898  -10.9092
C  12.2915  -21.8056  -11.8097
N  12.1176  -22.6626  -12.5909
C  14.1720  -21.1849  -10.7735
N  15.2659  -21.4916  -10.5382
H  10.6517  -22.2919  -9.9189
C  5.2382  -15.0652  -11.6356
P  6.4281  -16.0200  -10.5748
C  5.1258  -16.9248  -9.6536
C  5.0545  -16.4351  -8.3776
C  4.3913  -17.2247  -7.4423
C  3.9641  -18.5136  -7.7211
C  3.9643  -18.9309  -9.0331
C  4.5591  -18.1333  -9.9940
C  7.2801  -17.0296  -11.7757
C  7.0604  -18.4224  -11.7711
C  7.4054  -19.2146  -12.8383
C  7.9748  -18.5372  -13.8913
C  8.3893  -17.2158  -13.8410
C  7.9203  -16.3944  -12.8155
H  5.0211  -14.0468  -11.2531
H  4.3060  -15.5974  -11.7335
H  5.7518  -14.8606  -12.6093
H  5.3627  -15.4722  -8.1833
H  4.3435  -16.8619  -6.4343
H  3.6257  -19.1457  -6.8637
H  3.4829  -19.8909  -9.3082
H  4.6759  -18.4258  -11.0516
H  6.6530  -18.8110  -10.9672
H  7.1143  -20.2592  -12.9767
H  8.2159  -19.0767  -14.8010
H  8.9437  -16.8389  -14.6896
H  8.0504  -15.3146  -12.8133
C  5.2856  -12.9859  -1.5467
C  5.2755  -13.3848  -3.0369
N  6.1536  -12.5790  -3.8755
C  5.7794  -11.1887  -4.3073
C  4.8987  -11.2365  -5.5192
C  7.3279  -13.0686  -4.4377
O  7.8769  -12.3869  -5.3144
C  7.9719  -14.3295  -3.9779
C  7.8592  -15.0078  -2.7545
C  8.5388  -16.2061  -2.5927
C  9.3380  -16.6597  -3.6319
N  9.4741  -16.0232  -4.7784
C  8.8647  -14.8248  -4.9347
H  5.0516  -13.8831  -0.9630
H  4.5142  -12.2452  -1.3761
H  6.2256  -12.5646  -1.1450
H  4.2551  -13.3033  -3.4469
H  5.6013  -14.4434  -3.0850
H  6.7821  -10.7463  -4.4697
H  5.3889  -10.6785  -3.4444
H  5.4345  -11.6093  -6.4157
H  4.5709  -10.2378  -5.8230
H  4.0314  -11.9237  -5.3741
H  7.2768  -14.5247  -1.9593
H  8.5643  -16.6982  -1.6136
H  9.8552  -17.6245  -3.5720
H  9.0089  -14.4087  -5.9544

The total charge is -2. Its multiplicity is 1. The calculation puts the LUMO energy (alpha / beta) at 3.1 / 3.1 eV. The calculation puts the HOMO energy (alpha / beta) at 1.5 / 0.2 eV. The calculation puts the frontier orbital gap (alpha / beta) at 1.6 / 2.9 eV.

No. 3
Formula: C28H33N6O5OsSSe
Source: OMol25
Level of theory: wB97M-V/def2-TZVPD

Element x y z (Å)
Os  -0.6666  -3.4288  0.5348
C  1.3253  -4.6250  -6.1494
C  1.5814  -4.0269  -4.7889
C  1.7408  -4.8364  -3.6638
C  1.9537  -4.2841  -2.4121
C  2.0067  -2.8974  -2.2872
C  1.8667  -2.0666  -3.3931
C  1.6604  -2.6411  -4.6356
S  2.1242  -2.1857  -0.6886
O  1.6086  -0.8282  -0.7836
O  3.4213  -2.3678  -0.1341
N  1.0362  -3.0408  0.1827
C  -1.3303  -3.3613  -1.4296
C  -2.4106  -2.3942  -1.0412
O  -3.2450  -1.8549  -1.6823
O  -2.2148  -2.2226  0.3067
H  1.3750  -5.7119  -6.1250
H  2.0578  -4.2621  -6.8731
H  0.3374  -4.3357  -6.5146
H  1.6924  -5.9150  -3.7713
H  2.0861  -4.9181  -1.5417
H  1.9244  -0.9908  -3.2762
H  1.5530  -2.0032  -5.5070
H  -1.7381  -4.3214  -1.7436
H  -0.6576  -2.9650  -2.1859
N  -1.8446  -2.3653  4.6319
C  -1.7488  -3.0670  3.5023
O  -0.7948  -2.8172  2.6932
C  -2.7434  -4.0848  3.2455
C  -2.5000  -4.6800  2.0453
N  -2.0148  -4.9807  1.0144
C  -3.7986  -4.3800  4.1539
N  -4.6058  -4.5485  4.9581
H  -2.5398  -2.5913  5.3254
H  -1.1217  -1.7030  4.8522
C  -1.9057  3.6370  2.2459
C  -1.6053  3.1295  3.6631
C  -0.9728  1.7342  3.7198
C  0.5239  1.6879  3.4343
N  0.9122  2.2157  2.1158
C  0.6645  1.6452  0.9299
Se  -0.3638  0.0951  0.7053
N  1.1855  2.4052  -0.0372
C  1.0794  2.2062  -1.4978
C  -0.0051  3.0784  -2.1247
C  -1.4300  2.6283  -1.7933
C  -1.8378  1.3582  -2.5402
C  1.7991  3.5147  0.5443
C  2.4748  4.5922  -0.0198
C  2.9372  5.5564  0.8509
C  2.7308  5.4532  2.2390
C  2.0731  4.3757  2.7935
C  1.6184  3.3991  1.9113
H  -2.5142  4.5421  2.2837
H  -2.4647  2.8855  1.6785
H  -0.9991  3.8852  1.6862
H  -2.5441  3.0875  4.2159
H  -0.9641  3.8454  4.1891
H  -1.5018  1.0715  3.0307
H  -1.0965  1.3171  4.7231
H  0.9005  0.6693  3.5133
H  1.0458  2.2957  4.1677
H  0.8944  1.1510  -1.6673
H  2.0534  2.4489  -1.9163
H  0.1441  3.0482  -3.2095
H  0.1470  4.1143  -1.8085
H  -2.1157  3.4384  -2.0465
H  -1.5226  2.4670  -0.7151
H  -1.8883  1.5446  -3.6171
H  -2.8159  0.9975  -2.2149
H  -1.1247  0.5430  -2.3706
H  2.6271  4.6771  -1.0897
H  3.4659  6.4158  0.4576
H  3.0964  6.2404  2.8872
H  1.9224  4.3049  3.8638

The total charge is +1. Its multiplicity is 5. The calculation puts the LUMO energy (alpha / beta) at -4.1 / -5.4 eV. The calculation puts the HOMO energy (alpha / beta) at -11.5 / -11.7 eV. The calculation puts the frontier orbital gap (alpha / beta) at 7.5 / 6.3 eV.

Values of energy above the lowest of the compared OMol25 structures with the same formula, charge and spin, in order: 3.8; 14.5; 41.4, all in kcal per mole.
Values of electronic energy, in order: -5279.503650; -3542.680598; -4681.471039, all in Eh.